1.
{"formula": "CN4O4", "method": "ωB97M-V/def2-TZVPD", "symbols": ["C", "N", "N", "N", "N", "O", "O", "O", "O"], "coordinates": [[-1.569, -1.096, 0.044], [-1.806, -2.184, 0.407], [1.696, 0.799, 1.889], [1.283, 0.718, 0.820], [-0.144, 0.349, -1.548], [0.618, -0.466, -1.875], [2.256, 1.025, 2.872], [-0.322, 1.462, -1.811], [-1.441, -0.025, -0.600]], "nbo_charge": [0.5169, -0.3748, 0.4431, -0.1486, 0.7617, -0.2132, -0.2936, -0.2142, -0.4774], "spin_multiplicity": 1, "orbital_gap_ev": 9.8, "homo_ev": -11.2, "total_charge": 0, "de_lowest_ev": 0.513, "lumo_energy_ev": -1.38, "smiles": "N#CO[N+](=O)[O-].N#[N+][O-]"}

---

2.
{"formula": "C48H101F10N5O12S", "method": "ωB97M-V/def2-TZVPD", "symbols": ["C", "C", "O", "C", "C", "O", "C", "C", "C", "C", "F", "N", "C", "O", "C", "C", "C", "C", "C", "C", "C", "C", "C", "O", "C", "C", "C", "C", "C", "F", "F", "C", "F", "F", "S", "F", "F", "F", "F", "F", "H", "H", "H", "H", "H", "H", "H", "H", "H", "H", "H", "H", "H", "H", "H", "H", "H", "H", "H", "H", "H", "H", "H", "H", "H", "H", "H", "H", "H", "H", "H", "H", "H", "H", "H", "H", "H", "H", "H", "H", "H", "C", "O", "C", "C", "N", "C", "C", "O", "C", "H", "H", "H", "H", "H", "H", "H", "H", "H", "H", "H", "H", "H", "H", "H", "C", "O", "C", "C", "N", "C", "C", "O", "C", "H", "H", "H", "H", "H", "H", "H", "H", "H", "H", "H", "H", "H", "H", "H", "C", "O", "C", "C", "N", "C", "C", "O", "C", "H", "H", "H", "H", "H", "H", "H", "H", "H", "H", "H", "H", "H", "H", "H", "C", "O", "C", "C", "N", "C", "C", "O", "C", "H", "H", "H", "H", "H", "H", "H", "H", "H", "H", "H", "H", "H", "H", "H"], "coordinates": [[0.761, -0.093, 0.811], [0.850, 0.711, -0.501], [-0.285, 0.553, -1.330], [-1.453, 1.150, -0.798], [-2.537, 1.142, -1.871], [-3.546, 0.156, -1.653], [-3.504, -0.995, -2.462], [-3.617, -0.701, -3.963], [-2.905, -1.665, -4.896], [-1.385, -1.503, -4.960], [-3.226, -2.992, -4.567], [-2.285, -1.704, -2.050], [-2.727, -2.401, -0.836], [-2.144, -2.428, 0.202], [-4.037, -3.043, -1.213], [-4.815, -3.867, -0.194], [-4.518, -5.367, -0.359], [-3.164, -5.756, 0.291], [-2.139, -6.532, -0.543], [-1.862, -5.980, -1.934], [-0.597, -6.605, -2.558], [0.064, -5.620, -3.536], [1.221, -4.885, -2.856], [2.076, -4.304, -3.819], [2.638, -3.074, -3.418], [-4.717, -1.889, -1.989], [-5.872, -1.157, -1.310], [-7.028, -0.825, -2.258], [-8.074, -1.936, -2.411], [-8.153, -2.271, -3.751], [-7.748, -3.076, -1.759], [-9.536, -1.509, -2.063], [-10.389, -2.368, -2.663], [-9.775, -0.277, -2.547], [-9.974, -1.544, -0.216], [-9.874, -3.115, -0.235], [-11.517, -1.627, -0.574], [-10.097, 0.034, -0.155], [-8.450, -1.421, 0.181], [-10.336, -1.608, 1.313], [0.954, 0.561, 1.657], [1.502, -0.885, 0.787], [-0.205, -0.572, 0.928], [1.051, 1.771, -0.329], [1.682, 0.312, -1.073], [-1.815, 0.654, 0.101], [-1.213, 2.196, -0.576], [-2.020, 1.028, -2.817], [-3.056, 2.096, -1.825], [-3.209, 0.281, -4.193], [-4.660, -0.654, -4.256], [-3.287, -1.502, -5.901], [-0.882, -2.328, -4.475], [-1.057, -1.493, -5.994], [-1.060, -0.572, -4.506], [-2.041, -2.468, -2.675], [-3.738, -3.745, -1.987], [-5.885, -3.687, -0.262], [-4.527, -3.609, 0.826], [-4.597, -5.639, -1.409], [-5.293, -5.929, 0.156], [-2.677, -4.872, 0.694], [-3.412, -6.378, 1.150], [-1.192, -6.468, -0.007], [-2.377, -7.593, -0.610], [-1.688, -4.907, -1.889], [-2.701, -6.191, -2.592], [-0.829, -7.546, -3.043], [0.099, -6.785, -1.742], [0.432, -6.089, -4.445], [-0.667, -4.879, -3.848], [1.777, -5.602, -2.248], [0.809, -4.115, -2.198], [3.035, -2.575, -4.299], [1.905, -2.417, -2.947], [3.467, -3.216, -2.718], [-5.152, -2.367, -2.865], [-5.552, -0.221, -0.866], [-6.219, -1.757, -0.478], [-6.685, -0.574, -3.254], [-7.522, 0.061, -1.870], [1.611, -6.773, 5.809], [0.447, -6.008, 5.567], [0.578, -4.630, 5.897], [0.475, -3.772, 4.656], [1.640, -3.954, 3.799], [1.526, -3.313, 2.492], [0.467, -3.843, 1.533], [0.716, -5.167, 1.083], [0.195, -6.193, 1.906], [1.368, -7.812, 5.594], [2.441, -6.466, 5.164], [1.925, -6.695, 6.854], [1.519, -4.442, 6.421], [-0.242, -4.374, 6.574], [0.414, -2.721, 4.952], [-0.462, -4.035, 4.147], [1.789, -4.945, 3.661], [2.497, -3.409, 1.999], [1.353, -2.243, 2.643], [0.484, -3.213, 0.641], [-0.546, -3.763, 1.942], [-0.726, -5.882, 2.407], [0.919, -6.520, 2.657], [-0.029, -7.049, 1.268], [2.319, 7.410, 3.032], [3.576, 6.918, 3.464], [3.496, 5.999, 4.545], [3.964, 4.627, 4.113], [3.019, 4.027, 3.180], [3.487, 2.791, 2.561], [4.679, 2.882, 1.616], [4.415, 3.606, 0.429], [4.649, 5.001, 0.498], [2.504, 8.161, 2.266], [1.706, 6.612, 2.600], [1.776, 7.878, 3.857], [2.479, 5.953, 4.945], [4.155, 6.364, 5.339], [4.049, 3.983, 4.994], [4.966, 4.741, 3.678], [2.815, 4.698, 2.450], [2.651, 2.376, 1.991], [3.716, 2.068, 3.350], [4.919, 1.863, 1.297], [5.576, 3.270, 2.113], [5.461, 5.242, 1.190], [3.751, 5.550, 0.795], [4.930, 5.337, -0.500], [8.412, -4.590, -8.348], [8.783, -3.523, -7.497], [9.084, -2.313, -8.180], [8.081, -1.238, -7.825], [6.770, -1.544, -8.385], [5.700, -0.663, -7.929], [5.316, -0.720, -6.454], [4.736, -1.949, -6.060], [5.646, -2.948, -5.632], [8.283, -5.473, -7.725], [7.470, -4.387, -8.869], [9.192, -4.795, -9.088], [9.115, -2.470, -9.262], [10.078, -1.990, -7.857], [8.424, -0.281, -8.228], [8.058, -1.156, -6.729], [6.530, -2.497, -8.146], [4.808, -0.909, -8.510], [5.967, 0.368, -8.180], [4.548, 0.041, -6.289], [6.154, -0.464, -5.795], [6.532, -2.517, -5.158], [5.953, -3.591, -6.461], [5.128, -3.571, -4.904], [-2.466, 12.989, 7.570], [-1.198, 12.515, 7.978], [-1.245, 11.572, 9.043], [-0.749, 10.221, 8.578], [-1.686, 9.617, 7.640], [-1.194, 8.404, 6.994], [-0.006, 8.536, 6.046], [-0.288, 9.274, 4.871], [-0.088, 10.673, 4.973], [-2.300, 13.753, 6.813], [-3.078, 12.191, 7.135], [-3.009, 13.438, 8.407], [-2.256, 11.493, 9.451], [-0.588, 11.937, 9.837], [-0.640, 9.562, 9.444], [0.247, 10.368, 8.137], [-1.913, 10.296, 6.925], [-2.025, 7.984, 6.422], [-0.943, 7.674, 7.769], [0.251, 7.527, 5.711], [0.886, 8.932, 6.547], [0.717, 10.918, 5.671], [-1.000, 11.192, 5.279], [0.184, 11.039, 3.983]], "mulliken_charge": [-0.6967, -0.7121, -0.2159, -0.8291, -0.5944, -0.3624, 1.0309, -0.4958, -0.1521, -0.7211, -0.3533, 0.4490, -1.0560, -0.6813, 1.5931, -1.2902, -1.4798, 0.0712, -0.0001, 0.5497, -0.9070, -0.5274, -0.0027, -0.4343, -0.1656, -0.3669, -1.3950, -1.3581, 1.1019, -0.3932, -0.2066, 0.4175, -0.2863, -0.2637, 1.4053, -0.2941, -0.3249, -0.3139, -0.2969, -0.3102, 0.3944, 0.2805, 0.2336, 0.2466, 0.4447, 0.2803, 0.6594, 0.0539, 0.5073, 0.4707, 0.1294, 0.5640, -0.0253, 0.4023, 0.1811, -0.0776, -0.1245, 0.3895, 0.3205, 0.5063, 0.4841, -0.4253, 0.7195, -0.8720, 0.4643, -0.3976, 0.4335, 0.4218, 0.2411, 0.4900, -0.1338, 0.4869, -0.0887, -0.0300, 0.1050, 0.2881, 0.5172, 0.6937, 0.7363, 0.5102, 0.3490, -0.7408, -0.3474, -0.8488, -0.1454, -0.2540, -1.1643, 0.6376, -0.4240, -0.9006, 0.2514, 0.3102, 0.3508, 0.4214, 0.4018, 0.3765, 0.1161, 0.2144, 0.2927, 0.4828, -0.0250, 0.0091, 0.3104, 0.2389, 0.4644, -0.4085, -0.3757, -0.5724, -0.2985, -0.2681, -0.4399, -0.6489, -0.4211, -0.6026, 0.2732, 0.2732, 0.0708, 0.2226, 0.3963, 0.3709, 0.2190, 0.0727, 0.1021, 0.4666, 0.4258, 0.3714, 0.3004, 0.2058, 0.2778, -0.7381, -0.3484, -0.8034, -0.2131, -0.3219, -0.7709, -0.5579, -0.3063, -0.5939, 0.2450, 0.3139, 0.3497, 0.4048, 0.3875, 0.3851, 0.1865, 0.1018, 0.4003, 0.4048, 0.3597, 0.3620, 0.2939, 0.1860, 0.2841, -0.7379, -0.3543, -0.8029, -0.2036, -0.3042, -1.1254, -0.0894, -0.4222, -0.6241, 0.2439, 0.3144, 0.3487, 0.4116, 0.3892, 0.3746, 0.1926, 0.1183, 0.4337, 0.4246, 0.2208, 0.3728, 0.3046, 0.2058, 0.2938], "spin_multiplicity": 1, "orbital_gap_ev": 9.1, "homo_ev": -8.5, "total_charge": 0, "lumo_energy_ev": 0.54, "smiles": "CCOCCO[C@@]1(C[C@@H](C)F)NC(=O)[C@@H](CCCCCCCCOC)[C@H]1CCC(F)(F)C(F)(F)S(F)(F)(F)(F)F.COCCNCCOC.COCCNCCOC.COCCNCCOC.COCCNCCOC"}

---

3.
{"formula": "C22H36AsF6N3OPSW", "method": "ωB97M-V/def2-TZVPD", "symbols": ["W", "C", "C", "O", "N", "C", "C", "C", "C", "C", "C", "N", "H", "H", "H", "H", "H", "H", "H", "H", "H", "H", "S", "C", "N", "C", "C", "C", "C", "H", "H", "H", "H", "H", "C", "C", "C", "P", "C", "C", "C", "C", "C", "C", "H", "H", "H", "H", "H", "H", "H", "H", "H", "H", "H", "H", "H", "H", "H", "H", "H", "H", "H", "H", "H", "F", "As", "F", "F", "F", "F", "F"], "coordinates": [[-0.099, 0.913, -0.214], [-0.436, 3.559, 3.059], [0.492, 2.881, 2.125], [0.124, 1.798, 1.498], [1.718, 3.278, 1.943], [2.712, 2.473, 1.223], [2.609, 2.449, -0.286], [3.459, 3.246, -1.019], [3.522, 3.146, -2.407], [2.757, 2.176, -3.034], [1.935, 1.393, -2.259], [1.798, 1.529, -0.911], [-1.456, 3.225, 2.895], [-0.374, 4.643, 2.946], [-0.138, 3.316, 4.084], [2.029, 4.104, 2.445], [2.669, 1.462, 1.615], [3.688, 2.874, 1.485], [4.107, 3.942, -0.500], [4.181, 3.792, -2.975], [2.803, 2.013, -4.102], [1.351, 0.618, -2.731], [-0.790, -0.499, -2.447], [-2.408, -0.726, -2.931], [-3.512, -0.474, -2.161], [-4.752, -0.688, -2.587], [-4.991, -1.201, -3.871], [-3.914, -1.487, -4.688], [-2.620, -1.261, -4.216], [-3.371, -0.069, -1.242], [-5.554, -0.447, -1.900], [-6.013, -1.363, -4.189], [-4.063, -1.886, -5.684], [-1.759, -1.488, -4.832], [2.838, -2.546, 1.935], [2.088, -1.206, 1.820], [1.943, -0.602, 3.225], [0.447, -1.333, 0.954], [0.499, -2.634, -0.352], [1.689, -2.376, -1.287], [0.479, -4.097, 0.115], [-0.874, -1.577, 2.216], [-2.271, -1.417, 1.614], [-0.773, -2.879, 3.025], [3.752, -2.364, 2.502], [3.132, -2.958, 0.974], [2.265, -3.292, 2.481], [2.698, -0.564, 1.174], [1.574, -1.354, 3.922], [1.271, 0.253, 3.289], [2.928, -0.300, 3.586], [-0.437, -2.477, -0.903], [2.619, -2.734, -0.847], [1.840, -1.319, -1.531], [1.548, -2.921, -2.220], [1.323, -4.348, 0.752], [0.544, -4.725, -0.774], [-0.439, -4.359, 0.629], [-0.693, -0.744, 2.902], [-2.442, -2.132, 0.803], [-2.469, -0.402, 1.262], [-3.015, -1.629, 2.383], [-1.199, -3.717, 2.481], [-1.358, -2.753, 3.936], [0.241, -3.138, 3.321], [-2.076, 1.277, -0.325], [-2.320, 3.295, -1.144], [-2.676, 2.381, -2.534], [-3.909, 3.227, -0.634], [-2.133, 4.771, -1.862], [-1.753, 3.698, 0.407], [-0.585, 2.751, -1.430]], "lowdin_spin": [1.7283, 0.0006, 0.0160, 0.0763, 0.0139, 0.0024, 0.0128, 0.0016, 0.0164, 0.0049, 0.0275, 0.0094, 0.0002, -0.0003, 0.0008, 0.0007, 0.0004, 0.0002, -0.0003, 0.0007, -0.0001, 0.0092, 0.5087, 0.0425, 0.0213, 0.1018, 0.1170, -0.0148, 0.1535, -0.0006, 0.0032, 0.0039, -0.0026, 0.0030, -0.0011, -0.0017, -0.0001, -0.0005, 0.0254, 0.0088, 0.0032, 0.0038, 0.0031, 0.0002, -0.0003, 0.0000, 0.0000, -0.0002, 0.0000, -0.0001, 0.0001, 0.0142, 0.0003, 0.0047, 0.0005, 0.0018, 0.0003, 0.0002, -0.0003, 0.0000, 0.0018, 0.0002, 0.0000, 0.0002, 0.0000, 0.0365, 0.0020, 0.0014, 0.0001, 0.0004, 0.0007, 0.0355], "s2": 3.7925, "spin_multiplicity": 4, "orbital_gap_ev": [7.1, 6.0], "homo_ev": [-21.1, -21.5], "total_charge": 4, "de_lowest_ev": 1.630, "lumo_energy_ev": [-14.04, -15.52]}

---

4.
{"formula": "C33H47MoN3O2P3SSe2Si", "method": "ωB97M-V/def2-TZVPD", "symbols": ["Mo", "C", "P", "C", "C", "C", "C", "C", "C", "C", "P", "C", "C", "H", "H", "H", "H", "H", "H", "H", "H", "H", "H", "H", "H", "H", "H", "H", "H", "C", "C", "C", "C", "C", "C", "C", "S", "O", "O", "N", "C", "C", "C", "C", "C", "C", "C", "C", "N", "C", "H", "H", "H", "H", "H", "H", "H", "H", "H", "H", "H", "H", "H", "Se", "C", "N", "C", "P", "C", "C", "H", "H", "H", "H", "H", "H", "H", "H", "H", "C", "Si", "C", "C", "Se", "H", "H", "H", "H", "H", "H", "H", "H", "H"], "coordinates": [[-0.130, -0.826, -0.649], [-3.632, 0.158, 0.393], [-1.844, 0.395, 0.685], [-1.756, 0.540, 2.508], [-1.697, 2.179, 0.325], [-2.745, 3.077, 0.488], [-2.529, 4.434, 0.324], [-1.261, 4.914, 0.043], [-0.213, 4.028, -0.128], [-0.434, 2.660, -0.012], [0.829, 1.399, -0.328], [1.977, 1.670, 1.066], [1.786, 2.147, -1.691], [-3.863, 0.490, -0.622], [-4.183, 0.753, 1.122], [-3.927, -0.880, 0.502], [-2.461, 1.304, 2.837], [-0.746, 0.835, 2.797], [-2.001, -0.414, 2.967], [-3.739, 2.736, 0.728], [-3.354, 5.121, 0.429], [-1.087, 5.974, -0.051], [0.772, 4.418, -0.344], [2.206, 2.733, 1.157], [2.895, 1.108, 0.879], [1.521, 1.318, 1.993], [2.014, 3.185, -1.446], [1.207, 2.106, -2.615], [2.724, 1.606, -1.822], [2.475, 1.713, 6.536], [2.101, 0.722, 5.481], [2.946, 0.451, 4.413], [2.566, -0.416, 3.403], [1.327, -1.033, 3.460], [0.490, -0.813, 4.548], [0.874, 0.066, 5.540], [0.752, -2.180, 2.218], [-2.291, -2.248, 1.451], [-1.108, -4.794, 1.686], [1.232, -1.583, 0.711], [2.501, -1.820, 0.286], [3.511, -2.488, 0.976], [4.769, -2.651, 0.405], [5.055, -2.178, -0.855], [4.050, -1.558, -1.615], [4.195, -1.189, -2.969], [3.108, -0.708, -3.653], [1.892, -0.537, -2.992], [1.726, -0.838, -1.713], [2.770, -1.363, -1.032], [3.530, 1.964, 6.486], [2.250, 1.324, 7.525], [1.899, 2.627, 6.395], [3.924, 0.907, 4.370], [3.238, -0.613, 2.583], [-0.450, -1.341, 4.609], [0.213, 0.245, 6.375], [3.310, -2.902, 1.954], [5.526, -3.183, 0.963], [6.031, -2.321, -1.293], [5.142, -1.344, -3.461], [3.165, -0.480, -4.704], [1.015, -0.196, -3.530], [0.063, -3.122, -2.192], [-0.667, -2.520, -3.720], [-1.150, -2.140, -4.695], [-3.032, -3.146, -1.008], [-1.607, -2.656, 0.042], [-0.806, -4.328, 0.413], [-3.268, -3.000, 2.182], [-3.797, -3.626, -0.395], [-2.698, -3.837, -1.781], [-3.449, -2.262, -1.498], [-1.190, -5.062, -0.307], [-0.527, -4.377, 2.332], [0.281, -4.228, 0.263], [-3.292, -4.040, 1.864], [-4.252, -2.540, 2.058], [-2.985, -2.960, 3.233], [-3.683, 1.233, -4.787], [-1.894, 1.679, -4.298], [-1.674, 3.397, -3.465], [-0.634, 1.168, -5.645], [-1.597, 0.191, -2.419], [-3.992, 1.723, -5.705], [-4.386, 1.501, -4.003], [-3.742, 0.157, -4.935], [-1.868, 4.207, -4.157], [-0.673, 3.528, -3.065], [-2.367, 3.486, -2.632], [-0.892, 1.627, -6.594], [-0.679, 0.086, -5.770], [0.390, 1.446, -5.409]], "lowdin_spin": [1.5164, 0.0043, 0.0024, -0.0012, -0.0005, -0.0003, -0.0005, -0.0006, -0.0006, -0.0016, -0.0027, 0.0013, -0.0024, 0.0042, -0.0004, 0.0000, -0.0006, 0.0001, -0.0001, 0.0000, 0.0000, 0.0000, 0.0000, -0.0004, 0.0000, 0.0002, -0.0005, 0.0002, 0.0001, 0.0003, 0.0016, -0.0001, 0.0022, 0.0036, 0.0016, -0.0001, 0.0318, -0.0034, 0.0020, 0.0730, -0.0055, 0.0287, -0.0028, 0.0282, -0.0010, 0.0145, -0.0040, 0.0178, -0.0055, 0.0016, 0.0000, 0.0001, 0.0001, 0.0000, 0.0005, 0.0000, 0.0000, 0.0022, -0.0009, 0.0014, 0.0006, -0.0004, 0.0003, -0.0297, 0.0056, -0.0064, 0.0025, 0.0113, 0.0022, -0.0009, 0.0000, 0.0000, 0.0002, -0.0004, 0.0005, -0.0003, 0.0000, 0.0000, -0.0001, 0.0002, 0.0313, 0.0093, 0.0090, 0.2559, -0.0005, 0.0004, 0.0008, 0.0013, 0.0003, 0.0007, 0.0014, 0.0003, 0.0000], "s2": 2.0323, "spin_multiplicity": 3, "orbital_gap_ev": [6.4, 6.4], "homo_ev": [-9.5, -9.9], "total_charge": 1, "de_lowest_ev": 0.493, "lumo_energy_ev": [-3.13, -3.50]}

---

5.
{"formula": "C5H9NO", "method": "ωB97M-V/def2-TZVPD", "symbols": ["C", "C", "N", "C", "C", "C", "O", "H", "H", "H", "H", "H", "H", "H", "H", "H"], "coordinates": [[0.760, 1.767, -1.379], [0.614, 0.330, -1.188], [1.256, -0.190, -0.218], [0.407, -1.235, 0.191], [-0.351, -0.860, 1.463], [-1.765, -0.320, 1.303], [-2.342, -0.167, 0.254], [1.221, 2.170, -0.477], [1.404, 1.924, -2.237], [-0.207, 2.233, -1.575], [0.098, -0.235, -1.983], [1.595, -1.707, -0.033], [-0.209, -1.813, -0.495], [0.210, -0.115, 2.039], [-0.409, -1.763, 2.064], [-2.267, -0.067, 2.266]], "nbo_charge": [-0.6793, 0.1675, -0.4807, -0.2743, -0.5461, 0.4506, -0.5269, 0.2280, 0.2219, 0.2314, 0.1592, 0.2538, 0.1951, 0.2445, 0.2441, 0.1111], "spin_multiplicity": 1, "orbital_gap_ev": 9.3, "homo_ev": -8.3, "total_charge": 0, "de_lowest_ev": 5.249, "lumo_energy_ev": 1.03, "smiles": "C/C=N/CCC=O"}